{
  "formula": "C4H7FO4P",
  "method": "ωB97M-V/def2-TZVPD",
  "symbols": ["C", "C", "C", "C", "O", "O", "O", "O", "F", "P", "H", "H", "H", "H", "H", "H", "H"],
  "coordinates": [[-1.312, -0.698, -0.667], [0.177, -0.958, -0.680], [-0.979, 2.059, -0.236], [0.781, -1.767, 0.537], [1.805, 2.565, -0.441], [1.096, 1.132, 1.546], [0.838, 0.266, -0.888], [0.123, -1.478, 1.778], [-1.294, 2.502, -1.424], [0.837, 1.585, 0.146], [-1.880, -0.423, -1.584], [-1.860, -0.968, 0.326], [0.477, -1.435, -1.561], [-1.762, 2.502, 0.450], [1.848, -1.497, 0.653], [0.757, -2.903, 0.166], [0.346, -0.484, 1.879]],
  "mulliken_charge": [-0.879, 0.152, -0.329, -0.504, -0.742, -0.823, -0.431, -0.588, -0.249, 1.034, 0.349, 0.295, 0.392, 0.327, 0.278, 0.288, 0.429],
  "spin_multiplicity": 3,
  "s_squared": 2.01,
  "charge": -1,
  "homo_energy_ev": [-3.75, -5.53],
  "orbital_gap_ev": [7.6, 8.4]
}

{
  "formula": "C2H3NS2",
  "method": "ωB97M-V/def2-TZVPD",
  "symbols": ["S", "C", "N", "C", "S", "H", "H", "H"],
  "coordinates": [[2.434, -0.716, 0.468], [1.202, 0.331, -0.072], [-0.016, -0.475, -0.091], [-1.399, 0.033, -0.137], [-1.621, 1.588, -0.293], [1.171, 1.386, -0.057], [0.406, -1.537, -0.098], [-2.178, -0.610, 0.280]],
  "mulliken_charge": [-0.339, -0.043, -0.242, 0.020, -0.316, 0.330, 0.276, 0.313],
  "relative_energy_kj_mol": 152.9,
  "homo_energy_ev": -8.87,
  "smiles": "S=CNC=S",
  "orbital_gap_ev": 7.7
}

{
  "formula": "C24H40MoN2O10Si",
  "method": "ωB97M-V/def2-TZVPD",
  "symbols": ["Mo", "O", "C", "O", "C", "C", "C", "C", "C", "N", "C", "O", "O", "H", "H", "H", "H", "C", "C", "C", "C", "O", "Si", "O", "O", "C", "C", "C", "C", "O", "C", "C", "C", "C", "H", "H", "H", "H", "H", "H", "H", "H", "H", "H", "H", "H", "H", "H", "H", "H", "H", "H", "H", "H", "H", "H", "H", "H", "H", "H", "H", "O", "C", "O", "C", "N", "C", "C", "C", "H", "H", "H", "H", "H", "H", "H", "H", "H"],
  "coordinates": [[0.504, 0.668, -1.041], [4.563, 1.561, -1.734], [3.270, 1.522, -1.617], [2.610, 0.475, -1.645], [2.574, 2.814, -1.506], [3.087, 4.089, -1.622], [2.183, 5.154, -1.637], [0.816, 4.926, -1.582], [0.380, 3.613, -1.473], [1.250, 2.616, -1.398], [-1.047, 3.103, -1.498], [-1.993, 3.828, -1.506], [-1.065, 1.775, -1.559], [4.949, 0.672, -1.817], [4.151, 4.253, -1.716], [2.560, 6.164, -1.725], [0.089, 5.724, -1.637], [1.571, -3.796, 2.669], [1.299, -2.388, 3.170], [0.542, -2.398, 4.487], [2.586, -1.584, 3.272], [0.421, -1.782, 2.169], [0.192, -0.272, 1.721], [1.326, 0.264, 0.577], [-1.039, -0.178, 0.624], [-2.414, -0.717, 0.743], [-2.875, -0.526, 2.176], [-3.269, 0.076, -0.229], [-2.356, -2.189, 0.369], [0.132, 0.726, 2.970], [0.134, 2.164, 3.148], [1.585, 2.624, 3.156], [-0.537, 2.420, 4.487], [-0.644, 2.836, 2.023], [2.178, -4.341, 3.391], [2.106, -3.768, 1.719], [0.634, -4.336, 2.532], [1.151, -2.849, 5.270], [-0.378, -2.976, 4.394], [0.292, -1.379, 4.787], [3.271, -2.065, 3.969], [2.386, -0.576, 3.636], [3.079, -1.528, 2.298], [-2.868, 0.528, 2.453], [-2.246, -1.084, 2.873], [-3.895, -0.897, 2.279], [-3.277, 1.135, 0.029], [-4.294, -0.292, -0.202], [-2.889, -0.025, -1.246], [-1.698, -2.733, 1.045], [-1.988, -2.302, -0.651], [-3.354, -2.623, 0.429], [2.137, 2.117, 3.946], [1.643, 3.698, 3.335], [2.063, 2.400, 2.198], [0.004, 1.908, 5.281], [-1.564, 2.056, 4.475], [-0.549, 3.487, 4.708], [-0.137, 2.670, 1.067], [-0.695, 3.913, 2.187], [-1.661, 2.450, 1.960], [0.633, -0.404, -4.040], [0.083, -1.192, -3.287], [-0.209, -0.976, -2.053], [-0.344, -2.573, -3.794], [0.156, -2.670, -5.214], [-1.019, -2.983, -6.109], [-2.181, -2.365, -5.353], [-1.872, -2.723, -3.899], [0.116, -3.347, -3.183], [0.912, -3.344, -5.321], [0.539, -1.728, -5.413], [-1.106, -4.067, -6.165], [-0.832, -2.581, -7.101], [-3.136, -2.760, -5.691], [-2.195, -1.283, -5.498], [-2.160, -3.751, -3.680], [-2.375, -2.076, -3.184]],
  "mulliken_charge": [0.133, -0.412, 0.423, -0.369, 0.164, -0.518, -0.470, -0.758, 0.793, 0.164, 0.125, -0.567, -0.423, 0.415, 0.597, 0.493, 0.584, -1.718, 1.524, -1.492, -1.406, -0.084, -0.609, -0.049, 1.843, 1.356, -1.368, -1.576, -1.296, 0.595, 1.769, -1.611, -1.817, -1.345, 0.455, 0.359, 0.317, 0.498, 0.310, 0.178, 0.558, 0.145, 0.293, 0.265, 0.230, 0.573, 0.279, 0.598, 0.042, 0.086, 0.017, 0.530, 0.380, 0.490, 0.128, 0.377, 0.382, 0.435, 0.113, 0.700, 0.200, -0.685, 0.352, -0.554, -0.562, -0.029, -0.625, -0.777, -0.400, 0.434, 0.356, 0.437, 0.339, 0.396, 0.473, 0.267, 0.458, 0.094],
  "spin_multiplicity": 3,
  "s_squared": 2.01,
  "charge": 2,
  "homo_energy_ev": [-14.17, -15.26],
  "orbital_gap_ev": [7.3, 8.1]
}

{
  "formula": "C4H9NO",
  "method": "ωB97M-V/def2-TZVPD",
  "symbols": ["C", "C", "C", "N", "C", "O", "H", "H", "H", "H", "H", "H", "H", "H", "H"],
  "coordinates": [[-1.613, 0.497, -0.891], [-0.712, 0.739, 0.331], [0.522, 1.435, -0.215], [-0.378, -0.570, 0.842], [0.795, -1.328, 0.486], [1.606, -1.070, -0.366], [-1.822, 1.386, -1.590], [-2.721, 0.179, -0.605], [-1.230, -0.340, -1.506], [-1.422, 1.279, 1.015], [1.482, 1.183, 0.151], [0.689, 1.145, -1.384], [0.510, 2.518, -0.146], [-0.535, -0.621, 1.843], [0.896, -2.239, 0.988]],
  "mulliken_charge": [-1.331, 0.539, -1.323, -0.258, -0.162, -0.487, 0.303, 0.307, 0.327, 0.350, 0.430, 0.259, 0.307, 0.262, 0.476],
  "relative_energy_kj_mol": 176.0,
  "homo_energy_ev": -9.78,
  "smiles": "CC(C)NC=O",
  "orbital_gap_ev": 10.6
}

{
  "formula": "C23H32N2O6S",
  "method": "ωB97M-V/def2-TZVPD",
  "symbols": ["C", "O", "C", "C", "C", "C", "S", "O", "O", "N", "C", "C", "C", "N", "C", "C", "O", "C", "C", "C", "C", "C", "C", "C", "C", "O", "C", "C", "O", "C", "C", "C", "H", "H", "H", "H", "H", "H", "H", "H", "H", "H", "H", "H", "H", "H", "H", "H", "H", "H", "H", "H", "H", "H", "H", "H", "H", "H", "H", "H", "H", "H", "H", "H"],
  "coordinates": [[-3.328, 4.701, 1.826], [-3.103, 3.801, 0.764], [-2.476, 2.627, 1.029], [-2.003, 2.246, 2.281], [-1.347, 1.035, 2.427], [-1.176, 0.208, 1.338], [-0.328, -1.347, 1.539], [-1.123, -2.388, 0.949], [0.043, -1.501, 2.920], [1.038, -1.162, 0.569], [1.771, -2.404, 0.395], [2.311, -2.527, -1.030], [1.149, -2.750, -2.002], [0.624, -4.093, -1.837], [1.157, -5.039, -2.796], [0.703, -6.447, -2.411], [-0.700, -6.539, -2.372], [-1.228, -5.607, -1.452], [-0.825, -4.175, -1.802], [1.820, -0.001, 0.961], [1.355, 1.228, 0.220], [1.176, 1.162, -1.154], [0.725, 2.260, -1.852], [0.428, 3.429, -1.176], [0.593, 3.524, 0.199], [0.268, 4.658, 0.906], [-0.234, 5.768, 0.201], [1.093, 2.417, 0.911], [1.332, 2.359, 2.254], [1.332, 3.513, 3.062], [-1.675, 0.557, 0.095], [-2.317, 1.765, -0.063], [-3.966, 4.258, 2.597], [-3.839, 5.555, 1.385], [-2.387, 5.032, 2.275], [-2.134, 2.880, 3.144], [-0.959, 0.720, 3.382], [1.062, -3.216, 0.564], [2.579, -2.486, 1.132], [2.994, -3.376, -1.077], [2.863, -1.624, -1.300], [1.477, -2.570, -3.038], [0.366, -2.028, -1.759], [2.249, -4.991, -2.780], [0.810, -4.817, -3.824], [1.040, -7.179, -3.147], [1.121, -6.698, -1.424], [-2.312, -5.723, -1.488], [-0.868, -5.839, -0.440], [-1.195, -3.505, -1.023], [-1.274, -3.900, -2.774], [2.869, -0.191, 0.718], [1.740, 0.155, 2.041], [1.388, 0.234, -1.659], [0.592, 2.215, -2.922], [0.053, 4.272, -1.734], [0.488, 6.141, -0.533], [-1.179, 5.533, -0.298], [-0.403, 6.537, 0.955], [0.332, 3.936, 3.167], [2.010, 4.277, 2.676], [1.686, 3.173, 4.035], [-1.551, -0.124, -0.731], [-2.707, 2.073, -1.019]],
  "mulliken_charge": [-0.859, -0.451, 0.462, -0.092, -0.687, -0.359, 1.411, -0.713, -0.776, 0.788, -1.280, -0.725, -1.101, 0.687, -0.628, -0.721, -0.391, -0.823, -0.203, -1.851, 0.891, -0.618, -1.294, -0.430, 1.384, -0.271, -1.094, 0.098, -0.408, -0.898, -0.263, -0.737, 0.381, 0.242, 0.281, 0.495, 0.516, 0.804, 0.244, 0.524, 0.465, 0.241, 0.367, 0.391, 0.350, 0.350, 0.326, 0.354, 0.344, 0.132, 0.272, 0.488, 0.603, 0.224, 0.377, 0.440, 0.383, 0.390, 0.266, 0.192, 0.329, 0.305, 0.412, 0.462],
  "relative_energy_kj_mol": 372.6,
  "homo_energy_ev": -8.33,
  "smiles": "COc1ccc(S(=O)(=O)N(CCCN2CCOCC2)Cc2cccc(OC)c2OC)cc1",
  "orbital_gap_ev": 8.8
}

{
  "formula": "C3H12O5",
  "method": "ωB97M-V/def2-TZVPD",
  "symbols": ["O", "C", "C", "C", "O", "H", "H", "H", "H", "H", "H", "H", "H", "O", "H", "H", "O", "H", "H", "O"],
  "coordinates": [[-1.720, -0.959, -1.177], [-2.407, -1.410, 0.057], [-1.931, -0.839, 1.337], [-0.815, -1.395, 2.092], [0.544, -0.976, 1.680], [-3.407, -1.191, -0.099], [-2.322, 0.133, 1.654], [-2.299, -2.498, 0.037], [-0.815, -1.154, 3.135], [-0.773, -2.528, 2.050], [0.452, -0.476, 0.856], [2.963, 2.822, 0.168], [2.590, 2.127, -1.576], [2.276, 2.424, -0.317], [3.005, 2.415, -3.273], [1.264, 1.214, -0.472], [2.544, 1.772, -2.615], [-1.027, -0.390, -0.924], [1.095, 0.461, -1.742], [0.781, 0.449, -0.873]],
  "mulliken_charge": [-0.348, -0.404, 0.124, -0.384, -0.335, 0.334, 0.333, 0.284, 0.329, 0.255, 0.403, 0.200, 0.422, -0.934, 0.243, 0.382, -0.798, 0.407, 0.265, -0.778],
  "relative_energy_kj_mol": 746.8,
  "homo_energy_ev": -7.96,
  "orbital_gap_ev": 2.7
}

Sequential energy output: -898.78788; -929.05910; -2157.95356; -287.76540; -1854.69011; -497.44309 a.u.